# C27H50BBrF2N3O8

A 3-piece molecular cluster, C27H50BBrF2N3O8 overall at a distorted geometry (ωB97M-V with the def2-TZVPD basis set, OMol25).

XYZ file:
```
92
Properties=species:S:1:pos:R:3:forces:R:3:mulliken_charge:R:1
Br 1.110238 -8.998754 -2.351503 0.73 0.28 0.53 -0.23
F -0.011925 -2.840073 -3.034726 -1.74 -0.75 2.97 -0.30
F -3.122399 -5.664559 -1.272129 2.65 2.46 0.30 -0.27
O 1.970144 -4.859438 -1.155703 -0.95 -1.64 0.93 -0.88
O 3.033936 -2.794367 -0.371724 -1.08 -0.88 -0.93 -0.72
O 1.866325 5.849912 -3.397366 1.71 -1.86 0.47 -0.54
O -3.443890 0.485417 3.533230 0.76 2.35 -0.79 -0.55
O -0.904541 -1.797297 -1.183611 0.85 -4.74 -2.87 -0.29
O -3.244832 -3.485736 -0.620774 3.46 -4.34 -2.24 -0.43
O -0.407761 -6.754631 2.978373 0.06 0.21 -0.87 -0.64
O 0.790713 -3.683699 0.423708 -3.31 0.37 -1.18 -0.49
N -3.175986 1.613579 2.815180 -1.74 -3.96 0.70 0.44
N 2.689095 4.927484 -2.820178 -2.98 3.34 -0.02 0.32
N -1.037455 -4.219918 -1.272056 -2.21 1.00 -0.53 0.30
C -0.191222 -4.638635 -0.087270 4.73 -0.89 2.78 1.29
C 2.434780 5.162416 0.120472 -0.09 -0.03 -0.01 -0.64
C -5.387391 2.378702 3.791196 0.32 -0.61 0.16 -1.79
C 1.316568 4.553213 -0.718620 0.15 0.40 0.00 -0.48
C 2.602264 2.663300 -1.761502 0.25 0.01 0.15 -2.02
C 0.859423 -5.684177 -0.769897 -1.67 -0.69 -2.15 -0.31
C -2.351246 1.214218 1.631059 1.79 0.22 -1.12 2.15
C 2.190172 -7.907085 -1.044043 0.43 0.50 1.45 -0.02
C -5.287381 1.597273 1.407174 0.22 -0.31 -0.12 -1.29
C 1.824090 3.971030 -2.057000 -0.36 -2.18 0.49 1.85
C 4.967060 4.755114 -1.813233 0.08 -0.43 -0.05 -1.66
C -2.473820 -4.393685 -1.038476 -3.55 3.73 1.72 0.47
C 0.600028 3.489587 -2.876792 0.03 0.67 -0.27 -1.70
C -0.045382 -5.400994 2.505470 -0.31 -0.72 -0.24 -0.39
C 1.111633 -7.121955 -0.100989 1.51 0.40 -0.51 -0.64
C -4.252991 3.766282 2.140142 0.19 0.11 -0.23 -1.87
C 4.303738 6.894778 -2.805165 -0.75 0.01 -0.43 -1.87
C -1.224541 0.201622 1.982915 -0.51 -0.20 0.63 -2.01
C 3.192595 6.202169 -0.688750 -0.38 -0.05 0.01 -1.53
C -3.197668 0.566879 0.505925 -0.34 -0.07 0.15 -1.30
C 3.727747 5.670849 -2.041384 2.01 0.26 0.34 1.88
C -1.580909 2.453240 1.086616 -0.05 0.46 0.09 -2.14
C -4.451538 1.350774 0.155324 -0.08 -0.01 0.08 -0.56
C -4.484737 2.285365 2.534652 -1.04 1.82 -0.06 1.74
C 3.223302 -8.797474 -0.187137 0.31 -0.18 -0.89 -1.14
C -0.981774 -5.045081 1.246437 -0.68 0.05 -0.31 -0.92
C -0.699392 -2.874993 -1.764690 -0.07 3.92 1.47 0.21
B 2.216479 -3.962422 0.015616 -0.04 0.07 -0.65 1.02
H 1.614135 -7.026987 0.921998 -0.87 -0.23 -1.27 0.12
H -3.820095 3.889315 1.146768 0.08 -0.06 0.10 0.36
H 3.114068 4.386577 0.484303 -0.01 -0.02 -0.04 0.27
H 0.320564 -5.969043 -1.754544 0.97 0.24 1.36 0.13
H -4.192438 2.295702 -0.331204 0.00 0.04 0.03 0.28
H -6.276219 2.985830 3.587458 0.28 0.00 -0.24 0.40
H 2.002557 5.634412 1.008486 0.07 -0.05 -0.03 0.44
H 3.378461 2.780225 -1.004409 0.01 0.04 -0.11 0.36
H -0.605582 0.567129 2.811065 -0.16 0.02 -0.10 0.49
H 1.932150 1.886751 -1.378386 -0.06 0.25 -0.10 0.47
H -3.606664 4.269638 2.866079 0.00 -0.12 -0.07 0.38
H -4.854028 2.843314 4.625256 0.02 -0.08 -0.07 0.44
H -0.311589 -4.696255 3.381554 0.72 -1.20 -1.50 0.29
H 0.908994 3.085324 -3.844588 0.02 0.08 0.07 0.45
H -2.590483 0.440536 -0.396505 0.19 0.02 0.29 0.28
H 0.560539 5.325640 -0.910840 0.11 -0.04 -0.16 0.54
H -5.753490 1.401531 4.116569 0.26 0.05 -0.04 0.36
H -0.388792 -7.373872 2.203964 0.13 1.03 0.97 0.35
H -3.499023 -0.444416 0.806633 0.13 0.12 0.14 0.44
H 5.148058 7.326526 -2.258306 -0.09 -0.35 0.12 0.45
H 2.586683 -4.601179 0.967260 1.05 -0.02 0.42 -0.37
H -5.198557 4.318724 2.119961 0.01 -0.28 0.08 0.44
H -1.656272 -5.974549 1.069851 0.88 1.59 0.26 0.34
H 5.226731 4.671878 -0.755061 -0.07 -0.04 -0.05 0.33
H 3.573557 7.700026 -2.925893 -0.05 -0.25 -0.05 0.35
H 3.968474 -9.270481 -0.932711 -1.21 0.55 1.18 0.38
H -1.610865 -0.783140 2.258884 -0.06 0.22 0.03 0.41
H -5.045736 0.784445 -0.568629 0.07 0.06 0.02 0.39
H -6.162106 2.202317 1.141546 0.13 0.11 0.27 0.42
H 2.522688 7.053437 -0.866166 0.04 -0.12 -0.20 0.39
H 4.834920 3.747608 -2.205957 -0.15 0.08 0.11 0.32
H 3.061378 2.265247 -2.671682 -0.03 0.11 0.07 0.41
H -1.642389 -4.149747 1.574164 0.97 -1.49 -0.85 0.29
H 0.136811 -7.739868 -0.085328 1.52 1.11 0.19 0.44
H 4.662241 6.609610 -3.801204 -0.10 -0.03 0.16 0.46
H -0.498558 2.347120 1.206134 -0.16 -0.26 -0.04 0.54
H 2.716628 -9.640783 0.404654 0.68 1.38 -0.83 0.29
H -0.126501 4.287621 -3.051577 0.25 0.03 -0.06 0.37
H 3.875819 -8.134248 0.504868 -1.42 -0.90 -1.06 0.31
H 2.821664 -2.654308 -1.330421 0.30 -0.07 1.28 0.24
H -1.815579 3.374754 1.619342 -0.14 -0.08 -0.05 0.34
H 0.062326 2.697919 -2.344032 0.35 0.09 0.11 0.31
H -1.772833 2.621289 0.023679 -0.04 0.01 0.05 0.37
H -0.567061 0.040261 1.123018 -0.26 0.23 -0.03 0.43
H -5.680158 0.636168 1.762897 0.17 0.08 0.10 0.37
H 5.853428 5.128727 -2.334573 -0.18 0.18 0.10 0.47
H 1.072396 -5.444450 2.280092 -1.63 0.75 0.17 0.17
H 0.812871 3.775697 -0.133936 0.08 -0.08 -0.32 -0.32
H 2.816296 -7.199815 -1.683802 -1.22 -0.79 0.92 0.37
H 4.019030 6.593608 -0.085498 0.11 -0.06 -0.30 0.39
```
Forces are in eV/Å.

F_max	5.984	eV/A
E	-125811.5482	eV
net charge	-1
spin multiplicity	3
LUMO (alpha / beta)	2.21 / 1.38	eV
HOMO energy (alpha / beta)	-5.88 / -5.88	eV